170
Properties=species:S:1:pos:R:3:forces:R:3:mulliken_charge:R:1 method="wB97M-V/def2-TZVPD" fmax_ha_per_bohr=0.036 homo_ev=-9.29 homo_lumo_gap_ev=8.97 smiles="C[N+](=O)[O-].C[N+](=O)[O-].c1ccccc1.COCCOC.COCCOC.COCCOC.COCCOC.COCCOC.COCCOC.COCCOC.COCCOC.COCCOC" mol_weight_g_mol=1011.3 e_above_lowest_kj_mol=0.0 energy_ha=-3501.843379
C -4.741 -0.682 0.354 0.5966 -0.6589 0.9391 -0.40
N -5.800 -1.509 1.013 0.1919 -0.1521 -0.9789 0.98
O -6.551 -2.092 0.265 -0.4535 -0.1707 -0.1532 -0.60
O -5.812 -1.606 2.213 0.1720 0.1221 0.5466 -0.64
H -4.790 -0.862 -0.710 -0.2952 0.4808 -0.0856 0.37
H -3.807 -1.108 0.727 0.0326 0.1371 -0.0094 -0.02
H -4.811 0.327 0.750 -0.1609 0.1293 -0.3352 0.22
C 1.317 3.912 -5.365 0.5497 0.8453 -0.2776 -0.76
N 0.651 2.745 -4.753 -0.8895 -0.3063 -1.0896 0.83
O 1.279 1.745 -4.503 0.5031 0.1213 0.3965 -0.40
O -0.566 2.813 -4.705 0.0304 0.1914 0.4957 -0.46
H 1.127 4.819 -4.794 -0.0205 -0.2762 0.4076 0.12
H 0.865 4.100 -6.336 -0.1080 -0.3949 -0.0043 0.35
H 2.382 3.742 -5.479 -0.0425 -0.1937 0.2013 0.32
C -4.365 2.976 -1.028 -0.5589 0.1836 0.3073 -0.60
O -4.443 3.728 -2.213 0.3891 -0.1158 0.1691 -0.47
C -3.258 3.658 -2.981 -0.8524 0.1996 -0.8278 0.30
C -3.225 4.863 -3.916 0.7637 -0.2090 0.4729 -0.60
O -3.200 6.002 -3.097 0.2205 0.5116 0.7525 -0.31
C -3.200 7.230 -3.794 -0.2928 -1.0938 -0.7670 -0.84
H -3.640 3.398 -0.324 0.2175 -0.0674 -0.0923 0.27
H -4.156 1.914 -1.194 0.1988 -0.0155 -0.1648 0.22
H -5.342 3.047 -0.550 -0.0127 -0.0289 -0.0176 0.37
H -3.289 2.744 -3.580 0.2287 -0.1228 -0.0872 0.35
H -2.348 3.633 -2.378 -0.0163 0.1618 0.2535 -0.35
H -4.044 4.897 -4.641 -0.2268 -0.1222 0.1593 0.52
H -2.279 4.790 -4.471 -0.0454 0.0276 -0.2430 0.26
H -4.152 7.267 -4.342 0.1531 0.5318 -0.0685 0.33
H -2.377 7.222 -4.524 -0.0346 0.3022 0.0047 0.33
H -3.098 8.070 -3.113 -0.0480 -0.1418 0.1644 0.23
C 6.590 2.086 -0.491 -0.6818 -0.3052 -0.6342 -0.85
O 5.528 1.154 -0.314 0.3788 -0.0351 0.4046 -0.25
C 4.676 1.481 0.759 0.1027 0.0826 0.2721 -0.77
C 3.466 0.575 0.781 0.4161 1.1031 0.2564 0.39
O 3.804 -0.711 1.229 -0.6632 0.1596 -0.1002 -0.51
C 2.663 -1.541 1.262 0.2640 -0.6929 0.3722 0.67
H 6.999 2.535 0.418 -0.3298 -0.1072 0.2420 0.33
H 6.166 2.850 -1.149 0.5590 0.3898 0.0509 0.27
H 7.404 1.557 -0.982 -0.0417 0.0657 -0.1657 0.23
H 4.297 2.512 0.723 0.0639 0.0217 -0.4347 0.33
H 5.238 1.425 1.701 -0.1042 -0.2644 0.0846 0.43
H 3.005 0.599 -0.214 0.0462 -0.4334 -0.0678 0.12
H 2.766 1.096 1.451 -0.2157 -0.3963 0.1558 -0.04
H 1.906 -1.294 2.016 0.1208 0.5491 0.0439 -0.20
H 3.032 -2.524 1.556 -0.0261 -0.0977 -0.2319 0.04
H 2.156 -1.596 0.298 0.0431 0.0199 -0.0836 -0.40
C -3.489 2.006 3.726 -0.1803 0.2090 -0.5202 -0.28
O -4.857 1.674 3.675 0.0539 -0.4518 -0.0778 -0.36
C -5.332 1.177 4.923 0.2300 0.6618 -0.2812 -0.69
C -6.574 0.348 4.700 0.2008 0.0395 -0.0960 0.09
O -7.667 1.199 4.430 -0.1292 0.3002 -0.3492 -0.35
C -8.813 0.448 4.116 -0.1936 -0.7853 0.8321 -0.69
H -3.267 2.525 2.792 -0.0023 0.1605 0.1327 0.18
H -2.841 1.122 3.745 -0.0660 -0.0630 0.3340 0.04
H -3.257 2.669 4.562 0.0786 -0.0673 0.0424 0.35
H -5.519 2.069 5.536 -0.3187 -0.2574 0.2688 0.33
H -4.530 0.619 5.419 -0.1731 -0.3369 -0.0496 0.44
H -6.781 -0.291 5.567 -0.0330 0.1039 0.2160 0.42
H -6.414 -0.321 3.849 0.1051 0.0836 0.0939 -0.11
H -9.666 1.063 3.841 0.3021 0.3834 -0.1243 0.26
H -9.108 -0.108 5.020 -0.1440 -0.0677 -0.0938 0.30
H -8.637 -0.311 3.346 0.1329 0.2005 -0.2019 0.25
C 2.506 -2.960 -8.161 0.1094 -0.0469 -0.0352 -0.68
O 1.187 -2.519 -7.931 0.1742 -0.3353 0.1028 -0.41
C 0.835 -2.611 -6.558 0.1132 0.1786 -0.2474 -0.06
C -0.301 -1.631 -6.344 -0.1316 -0.3152 -0.1621 -0.31
O -0.912 -1.941 -5.117 0.3023 -0.1050 0.2221 -0.33
C -1.638 -0.900 -4.528 -0.6408 0.2228 0.1985 -0.13
H 2.634 -3.247 -9.204 -0.1671 0.3446 -0.1299 0.32
H 2.776 -3.858 -7.595 -0.1915 0.0616 0.2613 0.28
H 3.194 -2.153 -7.896 0.2266 -0.1064 -0.0983 0.24
H 1.672 -2.341 -5.904 0.1236 0.1297 -0.0703 0.03
H 0.586 -3.644 -6.304 -0.3552 -0.0200 0.0193 0.31
H -1.017 -1.704 -7.169 -0.0562 -0.1094 -0.0709 0.28
H 0.112 -0.618 -6.383 -0.0539 0.1167 0.2875 0.16
H -2.640 -0.769 -4.964 0.1694 0.0152 -0.3615 0.35
H -1.105 0.054 -4.578 0.0260 -0.0141 0.0750 -0.07
H -1.841 -1.166 -3.489 0.3263 0.0015 0.0314 0.09
C 2.346 -5.519 0.819 -0.0167 -0.3081 -0.3975 -0.25
O 0.946 -5.630 0.960 -0.4593 -0.7397 0.4699 -0.45
C 0.195 -5.003 -0.039 0.0981 0.5391 -0.9903 0.80
C -1.285 -5.274 0.032 -0.7025 -0.6713 1.3512 -1.12
O -1.816 -4.670 1.207 0.2886 0.3257 -0.1123 -0.06
C -3.097 -5.089 1.627 0.1736 -0.1510 -0.1475 -0.94
H 2.845 -6.183 1.524 -0.3384 0.2473 0.5039 0.33
H 2.643 -4.479 0.957 0.2942 0.0163 -0.0331 -0.10
H 2.699 -5.884 -0.147 -0.2481 0.3175 -0.2707 0.27
H 0.494 -5.332 -1.043 0.3000 -0.0664 0.0339 0.45
H 0.360 -3.917 -0.007 0.0203 0.0845 0.0450 -0.50
H -1.477 -6.353 0.091 0.2187 -0.0957 -0.0787 0.52
H -1.853 -4.910 -0.830 0.4103 0.1920 -0.2753 0.43
H -3.473 -4.282 2.252 -0.2358 -0.1017 0.0383 0.21
H -3.054 -6.017 2.205 0.1440 0.0018 0.1021 0.27
H -3.783 -5.283 0.796 0.0049 0.2725 -0.1359 0.43
C 0.375 6.826 -2.724 -0.4819 -0.4523 0.0321 -0.67
O 1.372 6.097 -2.020 -0.2885 0.9646 0.1656 -0.33
C 0.976 5.937 -0.668 -0.2379 -0.7230 0.3057 -0.57
C 2.070 5.252 0.098 1.6424 -0.8336 0.1972 -0.83
O 2.132 3.818 0.025 -1.2225 0.2175 0.4219 -0.21
C 1.892 3.297 -1.258 1.0965 0.2010 -0.7262 -0.23
H 0.800 7.319 -3.595 0.2148 0.0388 0.0856 0.35
H -0.126 7.545 -2.072 0.2449 0.3001 -0.0474 0.39
H -0.435 6.163 -3.056 0.0502 -0.1502 -0.0635 0.08
H 0.049 5.348 -0.638 0.0191 -0.1868 0.1068 0.35
H 0.715 6.855 -0.130 0.2742 0.4151 -0.4898 0.55
H 2.114 5.503 1.158 -0.7226 -0.1365 0.0732 0.39
H 3.068 5.581 -0.221 -0.2333 0.4457 -0.5723 0.34
H 1.940 2.211 -1.221 -0.1927 0.0319 0.2058 0.01
H 2.708 3.637 -1.913 -0.0653 -0.1211 -0.1771 0.50
H 0.971 3.624 -1.750 -0.2046 -0.0698 0.3813 -0.11
C 2.310 -3.181 -2.244 0.4091 -0.5596 -0.5314 -0.27
O 2.964 -4.438 -2.078 -0.2847 -0.2890 -0.2819 -0.29
C 4.369 -4.415 -2.189 -0.2389 0.8755 0.8838 -0.52
C 4.945 -4.245 -3.582 0.0696 -0.3946 -0.3071 -0.70
O 4.492 -3.067 -4.221 -0.0211 -0.0590 0.3043 -0.15
C 5.069 -2.912 -5.485 0.3903 -0.3322 -0.5627 -0.91
H 2.665 -2.442 -1.525 0.1085 0.0424 0.0371 0.10
H 1.255 -3.379 -2.094 -0.0879 0.0980 -0.0247 0.08
H 2.504 -2.849 -3.263 -0.3020 0.4021 0.1156 0.27
H 4.704 -5.332 -1.700 0.1944 -0.1955 -0.4811 0.39
H 4.718 -3.618 -1.515 0.2677 0.1849 -0.3056 0.32
H 4.691 -5.095 -4.230 -0.1383 -0.1221 0.1608 0.36
H 6.042 -4.229 -3.526 0.0374 0.0027 0.2136 0.39
H 4.528 -2.134 -6.015 0.1512 0.1598 0.0989 0.17
H 5.029 -3.823 -6.101 -0.4136 -0.1054 0.1719 0.35
H 6.146 -2.704 -5.445 -0.0578 0.3975 0.2515 0.37
C -0.377 3.562 5.590 0.4089 0.5297 0.5690 -0.77
O -0.645 2.831 4.414 0.2956 -0.2729 0.0034 -0.14
C 0.492 2.182 3.897 0.9694 0.1182 -0.7133 -0.35
C 0.881 0.859 4.507 -0.5302 -0.6397 -0.1244 0.26
O 1.402 1.067 5.798 -0.2742 0.0993 0.2064 -0.43
C 1.423 -0.090 6.604 0.1814 -0.1935 0.2423 -0.57
H 0.224 3.029 6.328 -0.3957 -0.4954 -0.0316 0.24
H -1.329 3.872 6.015 -0.0559 -0.0765 0.0253 0.28
H 0.230 4.464 5.430 -0.2050 0.1110 -0.5732 0.27
H 1.385 2.821 3.931 -0.0780 0.2439 0.4102 0.39
H 0.389 2.042 2.817 -0.5687 -0.1360 0.0635 -0.15
H 1.572 0.340 3.823 0.4644 0.3111 0.1654 -0.03
H 0.051 0.136 4.533 -0.3151 0.3409 0.2283 0.15
H 0.475 -0.635 6.651 -0.0434 0.0080 -0.5707 0.29
H 1.597 0.190 7.644 0.3737 0.2877 -0.1563 0.33
H 2.223 -0.745 6.251 -0.1319 -0.2890 0.1901 0.18
C 3.744 -3.336 6.988 -0.5547 0.3458 -0.2544 -0.77
O 2.546 -3.623 6.286 0.3241 0.3375 0.1729 -0.34
C 2.720 -3.397 4.887 -0.3679 -0.9940 1.0735 -0.57
C 1.436 -3.853 4.231 0.5163 -0.1966 -1.1443 0.22
O 0.372 -3.039 4.595 -0.0718 0.5633 0.5563 -0.32
C -0.842 -3.296 3.910 0.7497 -0.2075 0.6614 -0.39
H 4.016 -2.289 6.808 0.3033 -0.0559 -0.0328 0.30
H 4.543 -4.005 6.656 0.1558 0.0513 0.1265 0.30
H 3.560 -3.433 8.056 -0.0394 -0.2546 -0.0317 0.25
H 3.540 -4.062 4.585 0.0109 0.1700 -0.4761 0.50
H 3.004 -2.357 4.700 -0.2090 0.0527 -0.1813 0.25
H 1.254 -4.913 4.460 -0.0420 0.0895 0.2940 0.35
H 1.586 -3.840 3.136 -0.0655 0.1316 0.0404 -0.28
H -1.155 -4.331 4.086 -0.0425 -0.0435 -0.2679 0.34
H -0.680 -3.113 2.848 -0.4621 -0.0260 -0.0763 -0.10
H -1.563 -2.642 4.398 -0.1801 0.1298 -0.4286 0.35
C -0.549 -0.998 -0.741 1.0710 -0.6381 0.0781 -0.48
C -0.438 0.305 -1.199 -1.1746 0.6730 -0.0463 -0.64
C -0.955 1.320 -0.392 0.6457 0.4191 0.4159 -0.59
C -1.285 1.060 0.919 -0.4342 -0.4210 0.4304 -0.36
C -1.232 -0.238 1.418 -0.2399 0.1851 0.0514 -0.20
C -0.884 -1.288 0.581 -0.9298 0.4459 -0.1066 0.29
H -0.252 -1.833 -1.368 -0.0991 0.1263 -0.1930 0.61
H -0.149 0.582 -2.205 0.1465 -0.4073 -0.0877 0.60
H -1.051 2.360 -0.683 0.2235 -0.1435 -0.5043 0.44
H -1.676 1.835 1.567 0.1707 0.1092 -0.1162 0.36
H -1.580 -0.393 2.434 0.1783 -0.2556 0.0183 0.26
H -1.083 -2.303 0.903 0.4332 -0.1087 -0.0318 -0.55